The following is a DFT calculation (ωB97M-V/def2-TZVPD) of a 5-piece molecular cluster, C27H46N3O14 overall in a non-equilibrium geometry.

Structure (XYZ):
```
90
Properties=species:S:1:pos:R:3:forces:R:3:mulliken_charge:R:1
C -1.352472 5.404988 -1.727739 0.45 0.28 0.13 -0.483
O -1.972085 4.119354 -1.497968 1.51 0.38 -0.08 -0.374
C -1.075324 3.426841 -0.615798 -0.02 -0.16 1.57 -0.496
C -1.534749 1.973282 -0.252999 -0.54 0.54 -0.18 -0.637
C -1.608005 0.945783 -1.454382 -0.31 0.23 -0.18 -0.503
C -1.051754 1.451747 -2.832249 -1.18 -1.96 -0.14 -0.931
N 0.398854 1.769169 -2.874461 -0.66 1.82 -0.94 0.314
C 0.683548 2.947127 -3.532671 2.32 -1.42 1.18 -0.284
N 2.049175 3.065489 -3.499950 -1.38 -1.48 0.54 0.510
N 2.739436 4.147950 -4.094469 0.18 -0.97 -0.84 -1.016
C 2.617117 1.966586 -2.842136 -2.06 -1.40 0.67 -0.602
C 1.534495 1.093187 -2.422431 1.01 2.12 -1.08 0.451
C 1.553648 -0.273132 -1.693518 0.64 0.34 -0.09 -1.008
C 1.370334 -0.213263 -0.135061 0.62 -0.36 0.41 0.697
C 2.349656 0.766441 0.621872 -0.27 -0.43 1.22 -0.671
O 3.553673 1.079909 -0.100758 -0.69 0.50 0.04 -0.509
H -0.355700 5.268996 -2.250732 -0.97 0.14 0.35 0.080
H -1.096569 5.892484 -0.741520 -0.46 -0.35 -0.92 0.297
H -2.002756 6.080807 -2.332885 0.35 -0.81 0.55 0.268
H -1.081433 4.010825 0.356468 0.13 -0.63 -0.83 0.565
H 0.003141 3.463289 -0.959464 -1.06 -0.08 -0.02 0.211
H -0.891804 1.638005 0.603710 -0.45 0.20 -0.92 0.315
H -2.573614 2.072113 0.175129 1.07 -0.13 -0.38 0.456
H -2.702087 0.733282 -1.625605 1.16 0.16 -0.05 0.490
H -1.144411 -0.051942 -1.242167 -0.38 0.99 0.05 0.128
H -1.664617 2.299296 -3.235650 0.98 -0.49 0.63 0.373
H -1.208843 0.605465 -3.565754 0.19 0.81 0.73 0.426
H -0.021731 3.665943 -3.987633 0.60 -0.73 0.50 0.471
H 2.364589 4.165834 -5.056044 0.26 0.31 0.42 0.306
H 3.693700 3.782074 -4.228110 -0.31 0.48 0.19 0.308
H 3.692409 1.776931 -2.661488 -0.93 0.53 -0.35 0.514
H 0.836985 -0.992506 -2.166653 0.46 0.76 0.44 0.384
H 2.577386 -0.708683 -1.874115 -1.02 0.54 0.09 0.421
H 1.602681 -1.248398 0.246427 -0.37 0.94 -0.60 -0.091
H 0.335516 0.013190 0.213612 0.79 -0.18 -0.53 -0.345
H 1.822881 1.695612 0.991526 0.48 -0.79 -0.74 0.292
H 2.666666 0.231075 1.565806 -0.39 0.56 -0.87 0.344
H 3.691670 2.035092 0.007176 0.13 -0.54 -0.03 0.320
C 5.124283 -5.267473 0.348853 0.01 -0.12 -0.24 -1.439
C 3.871256 -4.671448 0.954359 0.95 -0.33 -0.19 0.522
C 2.994787 -5.670271 1.655923 0.06 -0.23 0.52 -0.642
O 1.706359 -5.059102 1.556174 -0.06 0.36 -0.48 -0.203
C 1.720526 -4.312084 0.421036 -0.16 -0.12 -0.09 0.622
O 0.749394 -3.840259 -0.088120 0.20 0.09 0.09 -0.479
O 2.985333 -4.181286 -0.062187 -0.70 0.07 0.23 -0.374
H 5.471477 -4.669800 -0.495089 0.03 0.10 0.16 0.363
H 5.920979 -5.329169 1.091406 -0.06 0.06 -0.02 0.388
H 4.941200 -6.275734 -0.029200 -0.06 0.07 0.01 0.337
H 4.130297 -3.828765 1.603778 -0.12 -0.04 0.02 0.262
H 3.275582 -5.827946 2.696180 -0.23 0.09 0.00 0.331
H 2.949823 -6.637013 1.147456 0.14 0.08 -0.06 0.336
C -1.393178 -3.665078 2.389848 0.09 0.05 0.36 -1.250
C -2.263736 -4.702293 1.716089 0.56 0.63 0.18 0.741
C -3.735344 -4.506892 1.945334 -0.08 0.26 -0.35 -0.577
O -4.241777 -5.834142 1.797932 0.28 -0.27 0.13 -0.324
C -3.233785 -6.675126 2.173231 0.03 -0.38 0.12 0.585
O -3.369853 -7.837809 2.381614 0.00 0.27 -0.07 -0.552
O -2.055326 -6.000826 2.284927 -0.57 -0.29 -0.09 -0.358
H -0.400259 -4.064980 2.595729 -0.03 0.01 -0.22 0.230
H -1.295104 -2.776918 1.763583 0.02 -0.10 -0.04 0.171
H -1.815765 -3.353224 3.348632 -0.06 -0.08 -0.04 0.466
H -2.020911 -4.763033 0.650183 -0.06 -0.03 0.04 0.248
H -4.192213 -3.831131 1.225734 -0.12 -0.18 0.03 0.402
H -3.972583 -4.166112 2.955017 0.24 0.09 -0.05 0.216
C 4.191151 6.322582 -2.539106 0.11 -0.09 0.04 -1.306
C 4.899959 7.498003 -1.899251 -0.47 -0.61 -0.29 0.531
C 5.820098 8.241090 -2.829319 -0.05 0.47 -0.30 -0.579
O 6.767098 8.807100 -1.926390 -0.10 -0.34 0.28 -0.314
C 6.832717 7.964273 -0.855253 0.49 0.10 0.33 0.588
O 7.668843 8.006022 -0.014964 -0.25 -0.03 -0.19 -0.497
O 5.809111 7.060141 -0.886952 0.29 0.34 -0.07 -0.372
H 3.927630 5.574065 -1.789616 -0.12 0.16 0.04 0.326
H 3.284471 6.646344 -3.050598 0.04 0.00 0.08 0.400
H 4.829972 5.825993 -3.273819 0.07 0.09 0.07 0.239
H 4.172094 8.165871 -1.426914 0.09 0.06 -0.06 0.305
H 5.312577 9.016301 -3.402369 0.16 0.11 0.12 0.327
H 6.360417 7.583501 -3.517115 -0.16 -0.12 0.04 0.338
C -8.895120 -4.309773 4.947837 0.04 0.08 0.25 -1.401
C -8.226227 -3.807591 3.685974 -0.54 -0.41 0.70 0.509
C -6.895788 -4.446583 3.402735 0.05 -0.54 -0.30 -0.605
O -6.237441 -3.438029 2.631657 -0.42 0.50 0.18 -0.176
C -6.750747 -2.243042 3.043469 -0.01 0.37 0.05 0.547
O -6.281867 -1.182030 2.773180 -0.03 -0.27 -0.02 -0.557
O -7.859308 -2.426992 3.808027 0.58 0.08 -0.44 -0.357
H -9.568326 -3.555885 5.357973 -0.07 -0.06 -0.17 0.363
H -9.461364 -5.220806 4.749191 0.01 0.07 -0.04 0.368
H -8.159888 -4.535893 5.723586 0.01 0.06 -0.06 0.347
H -8.910222 -3.895518 2.835782 0.13 0.01 -0.04 0.298
H -6.979290 -5.376866 2.842595 0.16 0.14 -0.13 0.374
H -6.301616 -4.624605 4.303919 -0.18 0.01 0.08 0.292
```
Forces are in eV/Å.

Charge ... +1
Frontier orbital gap ... 0.3394 hartree
Energy ... -61872.7262 eV
LUMO energy ... -2.92 eV

***

The following is a DFT calculation (ωB97M-V/def2-TZVPD) of C27H47AlCl5F7LiN2NaO11P2 as an isolated structure in a non-equilibrium geometry.

Structure (XYZ):
```
104
Properties=species:S:1:pos:R:3:forces:R:3:mulliken_charge:R:1
C 2.007384 0.234002 -0.162334 0.36 0.24 -0.49 -0.170
C 1.476790 -1.029577 -0.803723 0.33 -0.33 1.20 1.355
C 0.003134 -1.334054 -0.653071 -0.40 -0.16 -0.77 -1.468
C -0.923796 -0.222973 -1.140132 -0.31 0.04 -0.15 0.714
C -1.186274 -0.324607 -2.638686 0.84 -0.31 0.04 -1.632
P -2.420567 -0.191156 0.133788 0.89 0.57 1.02 0.347
N -2.693905 1.669552 -0.091415 -0.43 0.01 0.31 -0.596
C -3.897092 -0.322311 1.396867 -0.31 0.13 -0.36 -1.539
C -4.539883 0.974042 1.942490 0.30 -0.22 0.83 0.033
C -5.541732 1.585133 1.120293 0.74 1.20 0.43 0.162
O -6.666252 1.034448 0.855165 -2.65 -0.57 0.63 -0.414
O -5.370033 2.762749 0.613113 -0.12 0.02 0.32 -0.475
C -1.266701 0.208371 1.535674 -0.29 -0.39 0.58 -2.286
N -0.854434 -0.891024 2.428465 0.12 0.34 -0.51 -0.219
C 0.432939 -0.478737 2.987153 -0.10 -0.24 0.68 -1.527
P -4.065315 -0.422882 -1.542874 0.14 0.16 0.25 0.487
O -4.049119 -1.713226 -2.256822 0.16 -1.31 -1.14 -0.546
H 1.402141 1.108960 -0.360090 -0.16 0.19 0.05 0.187
H 2.121897 0.110091 0.902366 -0.15 -0.01 0.32 -0.218
H 2.995224 0.462341 -0.547494 0.32 0.08 -0.04 0.300
H 1.739733 -1.101685 -1.860824 -0.05 0.24 -0.87 -1.892
H 2.033466 -1.851757 -0.363177 0.12 -0.33 0.00 0.664
H -0.252646 -1.616233 0.363566 0.29 0.00 0.31 0.550
H -0.180047 -2.224430 -1.252874 -0.24 -0.32 0.00 0.458
H -0.354766 0.695411 -1.043458 -0.28 0.47 0.36 0.114
H -1.683367 0.543621 -3.048535 -0.45 0.23 -0.15 0.362
H -1.687546 -1.242719 -2.923778 -0.41 -0.11 -0.01 0.315
H -0.209472 -0.332763 -3.149031 0.09 -0.02 -0.13 0.288
H -2.268307 -1.609543 0.246827 -0.54 -0.19 -0.22 0.222
H -2.551324 1.877841 -1.057785 2.61 -1.58 0.60 0.146
H -1.988787 2.195577 0.421351 0.08 0.14 0.20 0.156
H -4.707898 -0.934542 1.018131 -0.14 -0.31 -0.25 0.983
H -3.555097 -0.859743 2.270819 0.42 -0.16 0.15 0.493
H -3.816712 1.706217 2.280487 0.40 0.17 -0.06 0.364
H -5.101700 0.674693 2.828968 -0.19 -0.16 0.26 0.588
H -4.542796 3.102042 1.009927 0.36 0.27 -0.24 0.471
H -1.733965 0.974797 2.155739 -0.05 0.41 -0.01 1.186
H -0.355593 0.660385 1.172806 0.11 0.23 -0.39 0.180
H -1.482378 -0.902449 3.221357 -0.16 -0.14 -0.07 0.441
H 0.462971 -0.744122 4.034152 0.14 -0.18 0.28 0.653
H 0.535978 0.601897 2.933507 0.31 0.22 0.17 0.522
H 1.275977 -0.966704 2.519333 0.15 -0.16 -0.35 0.233
H -4.076393 0.697081 -2.509555 -0.14 0.06 0.14 -0.151
H -5.363026 -0.244123 -1.018558 -0.24 0.57 0.08 0.050
Li 2.728126 -1.020480 -3.390989 0.17 0.25 0.33 0.937
Na -3.679103 2.732207 -1.698818 -2.38 1.94 -1.36 0.888
C -0.216299 -3.901441 -5.596783 -0.11 -0.06 0.10 0.034
Cl 1.077948 -2.907750 -4.876718 -0.18 -0.01 -0.10 -0.085
Cl -0.080727 -3.990851 -7.339303 0.16 0.20 -0.19 -0.049
H -0.195739 -4.880332 -5.137959 0.06 -0.09 -0.05 0.479
H -1.198716 -3.426969 -5.413022 0.39 -0.45 0.78 -0.291
Cl -0.342176 3.138216 4.999604 -0.11 0.54 0.69 -0.037
C -0.447063 2.378514 6.623438 0.63 0.14 -0.29 -0.597
C -0.276364 0.907881 6.358376 0.09 0.13 0.26 -0.099
Cl -1.710765 0.450751 5.393401 -0.32 -0.87 0.01 -0.172
H -1.414062 2.598200 7.067192 -0.06 0.05 -0.11 0.358
H 0.332041 2.774399 7.273609 0.10 -0.09 -0.07 0.295
H -0.216970 0.271896 7.239143 -0.27 0.06 0.05 0.448
H 0.615737 0.756993 5.755930 -0.07 -0.12 -0.09 -0.149
F -1.415525 4.154025 2.998817 -0.42 -0.29 -1.03 -0.856
Al -1.722815 -1.781348 -6.590853 -0.62 0.28 -0.55 0.808
Cl -7.932409 1.406581 2.172456 1.47 -0.34 -1.43 0.152
C -6.049464 -4.797692 -4.066022 0.04 -0.22 -0.35 -1.273
C -4.561762 -4.758257 -3.816611 -0.28 0.36 0.58 0.018
O -3.842309 -5.650715 -4.720559 -0.10 0.10 -0.14 -0.300
C -3.597541 -5.194527 -5.913933 0.18 -0.38 0.15 0.417
O -3.844556 -4.099786 -6.359521 0.44 0.52 -0.04 -0.606
C -2.818779 -6.257866 -6.731301 -0.46 0.06 -0.18 0.842
F -3.354803 -7.454809 -6.616676 0.09 -0.08 0.04 -0.224
F -1.546196 -6.300159 -6.268674 -0.03 -0.20 0.05 -0.220
F -2.780464 -5.911230 -8.011626 0.13 0.01 0.03 -0.226
H -6.422682 -5.818347 -3.990455 -0.02 0.00 0.10 0.345
H -6.557669 -4.178590 -3.330033 0.04 0.02 0.04 0.394
H -6.294802 -4.427456 -5.061078 -0.01 0.09 0.02 0.334
H -4.328864 -5.117773 -2.818970 0.13 -0.16 -0.07 0.340
H -4.163738 -3.749182 -3.905884 0.05 0.00 -0.09 0.238
C 4.647397 4.897458 4.699641 0.23 -0.24 -0.02 -1.147
C 3.493178 4.105593 4.133824 -0.16 0.38 0.04 -0.035
O 3.910291 2.769455 3.729486 -0.02 0.09 -0.03 -0.233
C 4.024670 1.889175 4.701064 0.02 -0.09 -0.05 0.341
O 3.837020 2.043071 5.869853 -0.02 0.00 0.07 -0.520
C 4.386337 0.506676 4.106981 0.03 0.27 0.10 0.792
F 5.367188 0.574553 3.195995 -0.05 0.02 -0.02 -0.256
F 3.291333 0.015370 3.493074 0.03 -0.16 -0.10 -0.206
F 4.753175 -0.336508 5.054797 -0.02 -0.10 0.01 -0.252
H 5.471935 4.935748 3.985331 -0.06 0.08 -0.02 0.222
H 4.321837 5.912577 4.919663 -0.02 0.02 -0.02 0.421
H 5.019268 4.448134 5.618949 -0.05 0.03 0.06 0.333
H 3.112842 4.563672 3.225195 0.01 -0.12 -0.09 0.335
H 2.665958 4.026371 4.836908 0.02 -0.16 0.02 0.163
C 7.719173 1.779723 -1.831343 0.11 -0.04 -0.04 -1.002
C 7.685366 2.488914 -0.681544 -0.21 -0.13 -0.26 0.338
C 6.389096 3.037713 -0.108377 -0.26 -0.04 -0.14 1.057
O 6.446882 3.645007 0.934873 0.16 0.02 0.04 -0.577
C 5.147017 2.806014 -0.847857 -0.02 0.04 0.12 -0.881
C 5.215417 2.111944 -1.981179 -0.06 0.03 0.05 0.116
C 6.495797 1.544262 -2.533015 0.17 -0.02 0.07 1.161
O 6.369920 0.897092 -3.570734 -0.05 -0.06 0.02 -0.695
O 4.173582 1.815563 -2.775688 -0.44 -0.30 -0.05 -0.710
O 8.747556 2.756428 0.029378 0.19 0.08 0.19 -0.526
H 8.634610 1.380189 -2.243552 0.04 0.03 0.05 0.447
H 4.229120 3.211626 -0.445658 0.00 0.01 0.01 0.522
H 4.615168 1.341000 -3.519043 0.24 0.22 -0.09 0.392
H 8.462835 3.273922 0.809551 0.00 -0.01 0.00 0.368
```
Forces are in eV/Å.

Charge ... +2
Frontier orbital gap ... 0.0841 hartree
Energy ... -165670.0569 eV
LUMO energy ... -7.96 eV

***

LUMO energy of number 1 (C27H46N3O14)?
-2.92 eV

***

Number 2 is which compound?
C27H47AlCl5F7LiN2NaO11P2

***

LUMO energy of number 1 (C27H46N3O14)?
-2.92 eV